(1)
{
  "formula": "C54H144O18",
  "method": "the ωB97M-V functional and the def2-TZVPD basis",
  "species": ["C", "C", "C", "O", "H", "H", "H", "H", "H", "H", "H", "H", "C", "C", "C", "O", "H", "H", "H", "H", "H", "H", "H", "H", "C", "C", "C", "O", "H", "H", "H", "H", "H", "H", "H", "H", "C", "C", "C", "O", "H", "H", "H", "H", "H", "H", "H", "H", "C", "C", "C", "O", "H", "H", "H", "H", "H", "H", "H", "H", "C", "C", "C", "O", "H", "H", "H", "H", "H", "H", "H", "H", "C", "C", "C", "O", "H", "H", "H", "H", "H", "H", "H", "H", "C", "C", "C", "O", "H", "H", "H", "H", "H", "H", "H", "H", "C", "C", "C", "O", "H", "H", "H", "H", "H", "H", "H", "H", "C", "C", "C", "O", "H", "H", "H", "H", "H", "H", "H", "H", "C", "C", "C", "O", "H", "H", "H", "H", "H", "H", "H", "H", "C", "C", "C", "O", "H", "H", "H", "H", "H", "H", "H", "H", "C", "C", "C", "O", "H", "H", "H", "H", "H", "H", "H", "H", "C", "C", "C", "O", "H", "H", "H", "H", "H", "H", "H", "H", "C", "C", "C", "O", "H", "H", "H", "H", "H", "H", "H", "H", "C", "C", "C", "O", "H", "H", "H", "H", "H", "H", "H", "H", "C", "C", "C", "O", "H", "H", "H", "H", "H", "H", "H", "H", "C", "C", "C", "O", "H", "H", "H", "H", "H", "H", "H", "H"],
  "coordinates": [[-2.224136, 4.879514, 0.058150], [-2.924877, 4.547858, -1.270346], [-4.135362, 3.642811, -0.885664], [-3.221383, 5.753337, -2.029205], [-2.981194, 5.047811, 0.829711], [-1.548920, 5.695324, 0.086007], [-1.661350, 4.026483, 0.339016], [-2.222092, 4.030689, -1.907650], [-4.863150, 4.116238, -0.175749], [-3.769063, 2.840845, -0.260563], [-4.771715, 3.281979, -1.697420], [-3.918009, 6.184537, -1.530313], [-6.447057, -2.813476, 4.451871], [-6.031887, -1.932585, 3.257504], [-6.653445, -0.519641, 3.316006], [-4.596821, -1.862128, 3.105209], [-7.518564, -2.709511, 4.613046], [-5.992106, -2.462710, 5.415037], [-6.371782, -3.892784, 4.291762], [-6.389849, -2.414892, 2.295436], [-6.291212, 0.117527, 2.508663], [-6.550447, 0.009780, 4.264697], [-7.726293, -0.615529, 3.240922], [-4.287069, -1.308311, 3.849146], [1.620575, 4.988516, -0.810371], [1.741808, 4.360909, -2.231684], [3.000675, 4.801192, -2.955754], [1.807460, 2.926661, -1.995055], [1.963018, 6.006002, -0.774180], [2.162288, 4.395104, -0.160655], [0.528936, 4.968008, -0.541435], [0.858774, 4.495521, -2.882847], [2.980169, 5.845728, -3.133197], [3.047288, 4.255985, -3.911677], [3.860587, 4.495217, -2.367242], [1.681896, 2.627053, -2.897766], [-1.312758, 5.848426, -6.608388], [-1.215053, 5.965933, -5.103340], [-0.775620, 7.321718, -4.707174], [-2.511237, 5.533106, -4.711632], [-0.427305, 6.171092, -7.210106], [-2.235812, 6.357567, -6.969239], [-1.397020, 4.766355, -6.822439], [-0.422202, 5.261461, -4.752459], [-0.733766, 7.362146, -3.554006], [-1.349961, 8.214070, -5.100274], [0.217786, 7.484539, -5.097320], [-2.730635, 5.794916, -3.783392], [2.782638, -5.826778, 1.732635], [3.274146, -4.807879, 2.757862], [3.069683, -3.363830, 2.353921], [2.575531, -5.062680, 3.953724], [2.859432, -6.814746, 2.257166], [3.361534, -5.926540, 0.825679], [1.722606, -5.592338, 1.441476], [4.340988, -5.043253, 2.882852], [3.372919, -3.187072, 1.280940], [3.637232, -2.650853, 2.996468], [2.008671, -3.049751, 2.475513], [2.835809, -4.468494, 4.685175], [-7.584688, 2.681327, 5.102339], [-6.698714, 3.878985, 5.012336], [-5.931895, 4.165874, 6.345383], [-5.689579, 3.790267, 3.946716], [-8.466062, 2.949083, 5.700841], [-7.081048, 1.726737, 5.411984], [-7.975523, 2.448681, 4.099883], [-7.339795, 4.705953, 4.838223], [-5.139707, 4.839804, 6.167842], [-5.584377, 3.184339, 6.728660], [-6.648773, 4.559877, 7.035051], [-6.208598, 3.805290, 3.144198], [7.728961, -4.370280, 1.170744], [7.282568, -5.346015, 0.093668], [7.341578, -6.790576, 0.488526], [5.845942, -5.077170, -0.279133], [7.210480, -4.531164, 2.134229], [7.530219, -3.328008, 0.836636], [8.797433, -4.259684, 1.233232], [7.899519, -5.218622, -0.772647], [8.307723, -7.041433, 1.010941], [7.277327, -7.516009, -0.340197], [6.564411, -7.002551, 1.195065], [5.652515, -4.112704, -0.286344], [-3.144333, 0.963226, 5.734597], [-2.169507, 1.756279, 4.882673], [-2.347792, 3.310377, 5.023965], [-0.923916, 1.347913, 5.346173], [-2.905704, -0.089337, 5.794817], [-4.166625, 1.129367, 5.491853], [-3.002697, 1.280944, 6.771236], [-2.414374, 1.373207, 3.880911], [-3.366249, 3.752654, 4.788568], [-1.682118, 3.865692, 4.367886], [-2.068026, 3.615597, 5.981222], [-0.288456, 1.649452, 4.664259], [3.008726, 3.775627, 3.003932], [2.371519, 2.384466, 3.052333], [3.408781, 1.221727, 3.025765], [1.509132, 2.332165, 4.187136], [3.540723, 3.908066, 3.954627], [2.254437, 4.595078, 2.867955], [3.800243, 3.800986, 2.256577], [1.682778, 2.267565, 2.202828], [4.134121, 1.366040, 2.212335], [2.850871, 0.300431, 2.837599], [3.917611, 1.265098, 3.989229], [2.009514, 2.124253, 5.019244], [4.910435, -0.144559, -1.974365], [5.739007, -1.315472, -2.423448], [7.162750, -1.326673, -1.835063], [4.994233, -2.526713, -2.022850], [4.704029, -0.101974, -0.871229], [3.979070, -0.091234, -2.450727], [5.421374, 0.809441, -2.181028], [5.782698, -1.239380, -3.512238], [7.094239, -1.097730, -0.800715], [7.785120, -0.609565, -2.363729], [7.604293, -2.361301, -1.940925], [4.860108, -3.075767, -2.838565], [3.171479, -7.331026, -2.052749], [4.452904, -6.777545, -2.690972], [4.459997, -7.128556, -4.242188], [4.414042, -5.319380, -2.584514], [3.329706, -7.288445, -0.979283], [2.799772, -8.332795, -2.365327], [2.398433, -6.562906, -2.375391], [5.296710, -7.131745, -2.086052], [4.266969, -8.242177, -4.344842], [5.317953, -6.707602, -4.840248], [3.548425, -6.546749, -4.541669], [4.971777, -5.107348, -1.805176], [-2.015013, 1.314920, -3.333409], [-2.265493, 1.740453, -4.776158], [-3.798027, 2.073296, -4.978974], [-1.491289, 2.935503, -5.160208], [-2.489860, 1.982989, -2.605799], [-0.954001, 1.241101, -3.142461], [-2.310315, 0.267006, -3.172944], [-1.961034, 0.929524, -5.363635], [-4.146958, 2.792597, -4.117461], [-4.410790, 1.187381, -4.676234], [-4.107287, 2.427956, -5.938932], [-1.964223, 3.716088, -4.843329], [-7.391635, -0.369291, -1.558945], [-6.031232, -0.833839, -1.330435], [-5.008649, 0.353915, -1.487700], [-5.894085, -1.299846, 0.027897], [-7.537615, 0.558177, -1.001883], [-8.185028, -1.127017, -1.329851], [-7.405458, 0.026287, -2.604166], [-5.910684, -1.621943, -2.113989], [-4.863730, 0.788419, -2.515665], [-4.006016, 0.020610, -1.138184], [-5.258744, 1.222777, -0.850139], [-5.009981, -1.757757, 0.108327], [1.267243, -0.315508, 0.465335], [0.311323, 0.776048, -0.006270], [-1.156846, 0.766023, 0.392332], [0.752071, 2.041430, 0.531710], [2.261095, 0.094787, 0.452018], [1.189951, -1.110897, -0.196861], [1.017874, -0.621319, 1.481030], [0.388132, 0.702833, -1.118717], [-1.241815, 0.843132, 1.488149], [-1.634867, -0.166687, 0.116198], [-1.755954, 1.565909, -0.091090], [1.149427, 2.443056, -0.211337], [1.004764, -1.175512, -3.154696], [1.191401, -2.416850, -4.024680], [0.983939, -3.745127, -3.340763], [0.427138, -2.318725, -5.221025], [0.010067, -1.122286, -2.684128], [1.205654, -0.308849, -3.711866], [1.745522, -1.236235, -2.362624], [2.270956, -2.465472, -4.273570], [1.266074, -4.601055, -4.081807], [-0.113023, -3.880427, -3.166974], [1.619016, -3.897471, -2.465924], [0.296547, -3.211491, -5.626018], [0.662072, -2.620646, 5.913845], [2.042114, -2.140666, 6.283076], [2.045840, -1.405783, 7.653894], [2.990715, -3.229803, 6.452847], [0.037412, -1.762224, 6.105120], [0.411426, -3.423869, 6.598885], [0.595642, -2.943231, 4.922475], [2.473132, -1.471744, 5.507089], [1.426712, -0.545845, 7.708267], [3.049740, -1.175891, 7.826158], [1.646822, -2.205430, 8.355727], [3.119750, -3.460013, 7.359303], [1.963567, 2.675267, -6.837021], [1.730609, 1.774976, -5.659752], [3.022497, 1.169679, -5.071575], [1.131516, 2.549025, -4.593477], [1.023686, 3.182805, -7.140697], [2.433248, 2.122125, -7.701749], [2.530509, 3.437059, -6.435615], [1.004229, 0.922905, -5.922289], [2.720554, 0.611076, -4.193852], [3.682696, 1.943186, -4.715033], [3.497863, 0.553290, -5.854999], [0.219977, 2.778556, -4.807542], [-1.375988, -3.432084, -0.543768], [-2.147701, -3.206282, 0.744782], [-1.169252, -2.841733, 1.909841], [-3.160340, -2.251592, 0.510377], [-0.846320, -2.450130, -0.822278], [-2.015227, -3.822761, -1.307664], [-0.596461, -4.223132, -0.434688], [-2.621839, -4.150252, 1.072557], [-0.764295, -1.823293, 1.810792], [-0.395538, -3.577016, 1.957938], [-1.746294, -3.033734, 2.790188], [-3.329008, -1.709257, 1.315038]],
  "forces_ev_per_a": [[-1.3, -0.3, -0.1], [-0.2, 0.5, 0.8], [-0.6, 1.1, 0.1], [-0.4, -0.9, 0.7], [0.1, 0.1, 0.0], [0.5, 1.0, -0.5], [0.6, -1.0, 0.5], [0.0, -0.4, -0.2], [0.7, 0.3, -0.6], [0.3, -0.6, -0.3], [0.5, -0.1, -0.2], [-0.2, 0.4, -0.1], [-0.3, 0.6, 0.4], [-0.4, -0.3, -0.9], [0.0, -0.4, 0.1], [-0.2, 0.5, 0.8], [-0.3, 0.3, -0.1], [0.0, -0.5, -0.9], [0.8, 0.2, 0.0], [0.4, 0.6, 1.1], [0.0, -0.2, 0.0], [0.6, -0.2, 0.2], [-0.5, -0.1, -0.4], [0.0, -0.4, -0.5], [-2.8, 0.5, -2.4], [0.2, -0.3, 1.1], [-0.4, -1.5, -0.2], [0.1, 1.0, 0.2], [0.2, 0.5, 0.0], [1.2, -1.1, 1.5], [1.1, 0.0, 0.1], [0.2, 0.5, 0.4], [0.2, 1.1, -0.2], [0.1, 0.3, 0.2], [0.2, 0.2, 0.1], [-0.2, -1.0, -0.6], [0.3, -0.8, -1.4], [0.3, -0.6, -1.4], [-0.5, 1.9, 2.2], [-0.1, 0.2, 1.4], [-0.6, 0.1, 0.8], [0.7, -0.3, 0.2], [-0.3, 0.5, -0.2], [-0.5, 0.2, 0.0], [0.0, 0.3, -1.7], [0.1, -1.2, 0.5], [0.5, -0.1, 0.1], [0.2, -0.2, -0.6], [-1.2, -0.6, 0.8], [0.3, 0.0, -0.4], [0.2, 1.2, -0.8], [-0.3, -0.2, 0.8], [-0.5, 0.7, -0.5], [0.4, 0.5, -0.1], [0.8, -0.4, 0.3], [0.1, 0.3, 0.2], [-0.3, -0.1, 1.0], [-0.1, -0.6, -0.4], [0.5, -0.5, -0.3], [0.1, -0.2, -0.5], [-0.3, -1.3, -0.7], [2.3, -0.1, 0.9], [-1.2, -2.2, -1.2], [-1.0, 0.0, 1.1], [0.3, -0.4, 0.2], [-0.4, 1.1, 0.2], [0.0, 0.1, 0.1], [-0.5, 1.1, -0.5], [0.9, 0.7, 0.0], [0.2, 0.7, -0.1], [-0.3, 0.3, 0.6], [0.1, -0.1, -0.5], [-0.9, 1.2, -0.4], [-1.5, 0.6, 0.0], [1.3, -1.0, 0.4], [1.3, 0.3, 0.5], [0.5, 0.0, -0.4], [-0.6, -0.5, 0.1], [0.6, -0.9, 0.5], [0.2, 0.4, -0.8], [-0.8, 0.5, -0.5], [-0.2, 0.6, 0.1], [-0.6, -0.2, 0.4], [0.5, -0.6, 0.0], [0.5, 0.7, 1.5], [-2.0, 0.2, 0.3], [-1.3, -0.4, -2.1], [1.3, 0.2, -1.0], [0.1, -0.4, -0.6], [-0.9, 0.1, -0.4], [-0.2, 0.2, 0.1], [0.6, 0.6, -0.4], [0.9, -1.1, 0.3], [0.3, -0.3, -0.3], [0.3, 0.2, 1.9], [0.2, -0.2, 0.6], [0.0, -0.1, 0.4], [0.1, 0.2, -0.8], [-1.0, 1.2, -0.1], [0.3, -0.8, 1.4], [-0.2, 0.3, 0.0], [0.7, -0.8, 0.1], [-0.2, 0.2, -0.4], [0.5, 0.1, 0.4], [-0.2, 0.0, 0.3], [0.4, -0.1, 0.4], [0.2, -0.5, 0.0], [-0.5, 0.4, -1.2], [1.2, 1.2, 1.9], [-0.5, -0.6, 0.5], [-0.5, -1.6, -1.2], [0.6, 0.1, -1.5], [0.3, -0.5, -0.8], [-1.4, -0.2, -0.8], [0.0, -0.2, -0.1], [0.1, -0.4, -0.1], [0.2, 0.3, 1.0], [0.1, 0.1, 0.1], [-0.4, 1.1, 0.0], [0.1, 0.5, 1.2], [-0.8, 1.1, -0.8], [-0.1, 0.2, -1.2], [-0.6, 0.5, 1.3], [0.4, -1.0, 0.1], [-0.5, -0.1, 0.2], [0.7, 0.6, 0.1], [0.5, -1.0, 0.7], [0.2, 0.0, -0.6], [0.5, 1.4, -0.3], [-0.7, -0.8, 0.8], [0.6, -0.8, -0.3], [-0.3, -0.2, -0.3], [0.2, -0.3, -0.1], [-1.8, 2.4, 1.0], [0.0, -0.5, 3.3], [-0.2, -1.7, 0.3], [0.1, -0.2, -0.1], [0.5, 0.5, 0.1], [-0.5, 0.4, -0.1], [0.5, -0.9, -1.4], [0.9, -0.7, -1.8], [0.6, 0.3, -0.7], [0.1, 0.3, -0.5], [-0.4, 0.3, 0.1], [-1.7, 1.4, -0.6], [2.0, 0.3, 0.3], [0.6, -0.2, -0.4], [0.8, -0.8, -0.8], [-0.4, -0.2, 0.5], [0.7, 0.8, -0.4], [-0.5, -0.8, 0.5], [0.8, 0.1, 0.8], [-0.4, -0.7, 0.7], [-0.5, 0.1, -0.3], [-0.3, -0.7, -0.1], [-1.1, 0.5, -0.2], [-1.2, 1.4, 1.4], [-0.3, 0.7, -0.2], [-0.3, -0.9, 0.1], [-0.7, -1.1, 0.1], [0.5, 0.1, -0.1], [0.0, -1.8, -1.0], [0.2, -0.2, 0.1], [-0.1, 0.8, 0.6], [0.0, 0.2, -0.3], [-0.2, -0.4, -0.1], [0.7, -0.3, 0.3], [1.1, 1.3, -1.5], [-0.6, -1.7, 0.6], [1.4, -0.3, -0.1], [-1.0, -1.7, -1.3], [-0.4, -0.6, -0.4], [0.2, 0.0, -0.3], [-0.1, 1.2, -0.7], [0.1, 0.0, 0.2], [-0.2, 0.5, -0.3], [-0.3, 1.4, 1.1], [0.8, 0.0, 0.4], [-0.3, 0.2, 0.1], [0.3, 1.1, 0.7], [0.7, 0.6, 1.6], [0.9, 0.5, 1.1], [-1.4, -2.7, -0.8], [-0.2, 0.2, -2.0], [-0.7, 0.1, -0.2], [-0.3, -0.2, 0.0], [-0.2, -0.6, -1.5], [-0.2, -0.5, 0.3], [-0.6, 0.8, -0.1], [1.5, 0.5, 0.8], [0.6, 1.2, -0.3], [-0.2, 0.0, 0.9], [-1.4, -1.4, -1.4], [-1.1, -1.3, 0.6], [-1.1, 0.0, -0.8], [1.1, -0.5, -0.1], [0.3, -0.6, -0.1], [-0.4, 0.8, 0.9], [1.9, 1.8, 0.3], [1.0, 1.0, 0.3], [0.3, -0.4, -0.1], [0.4, 0.4, -0.1], [0.0, 0.1, 0.6], [-0.7, 0.0, -0.3], [1.4, 0.7, 0.3], [1.2, -0.8, 0.7], [-1.4, 0.2, -1.2], [-0.2, 1.1, 0.5], [-0.9, -1.5, 0.1], [-0.5, 0.3, -0.8], [-0.4, 0.7, 0.3], [0.0, 0.2, -0.3], [-0.2, -0.4, 0.2], [0.8, -0.4, -0.3], [-0.2, 0.7, 1.0], [0.1, -0.8, -0.4]],
  "spin_multiplicity": 1,
  "max_force_ev_per_a": 3.723,
  "relative_energy_kj_mol": 239.4,
  "homo_ev": -9.608,
  "charge": 0
}


(2)
{
  "formula": "C3H11NOS2",
  "method": "the ωB97M-V functional and the def2-TZVPD basis",
  "species": ["N", "C", "C", "C", "S", "S", "H", "H", "H", "H", "H", "H", "H", "H", "H", "O", "H", "H"],
  "coordinates": [[-0.421666, -0.580009, 2.381642], [0.331212, 0.593115, 1.922020], [0.869075, 0.322644, 0.504292], [0.231045, 1.328145, -0.449588], [0.261050, 1.084868, -2.269905], [1.383316, -0.662468, -2.499754], [-1.139411, -0.264668, 3.020978], [0.122226, -1.192168, 2.988819], [-0.296405, 1.472762, 1.921078], [1.117947, 0.838830, 2.644798], [1.924430, 0.245127, 0.229593], [0.479998, -0.659663, 0.235370], [-0.834583, 1.329652, -0.196778], [0.445554, 2.400736, -0.402545], [0.736120, -1.654799, -3.159629], [-2.049306, -1.463623, -2.085855], [-1.927967, -2.192337, -2.700925], [-1.232637, -0.946145, -2.083612]],
  "forces_ev_per_a": [[-0.5, 0.1, 0.7], [1.4, -0.5, 0.5], [-0.2, 0.3, -1.2], [-1.8, 0.2, -0.3], [0.4, -0.9, -0.3], [1.1, 0.2, 0.0], [-0.3, 0.1, -0.1], [0.3, 0.1, -0.5], [-0.4, 0.1, -0.1], [0.2, 0.0, -0.3], [0.3, 0.3, 1.0], [-0.1, 0.0, -0.1], [-0.1, -0.2, -0.1], [0.9, -0.3, 0.5], [-0.8, 0.6, 0.2], [-0.2, 0.0, 0.1], [0.1, 0.1, 0.0], [-0.2, -0.1, -0.1]],
  "spin_multiplicity": 1,
  "max_force_ev_per_a": 1.861,
  "relative_energy_kj_mol": 99.9,
  "homo_ev": -8.803,
  "smiles": "NCCCSS.O",
  "charge": 0
}